Entry 1:
C26H52Br24F3NO3P | wB97M-V/def2-TZVPD

The calculation puts the energy at -1733892.15003 eV. The value obtained for the highest occupied orbital energy is -11.246 eV. The gap between HOMO and LUMO is 8.24 eV. The calculation puts the LUMO energy at -3.01 eV.

Geometry as ORCA input:
```
! wB97M-V def2-TZVPD RIJCOSX def2/J DEFGRID3
* xyz 1 1
O 1.905 -1.708 1.063
P 1.205 -1.822 -0.376
O 2.483 -1.474 -1.560
O 0.703 -3.463 -0.676
N -0.057 -0.586 -0.659
C -1.072 -0.448 0.455
C -2.619 -0.831 0.015
C -2.922 -2.447 -0.037
F -1.894 -3.158 0.775
Br -4.697 -2.868 0.876
C -3.064 -3.036 -1.583
F -3.257 -4.531 -1.536
F -1.843 -2.819 -2.407
Br -4.709 -2.255 -2.467
H 2.749 -2.362 -1.970
H 1.142 -4.102 -0.015
H -0.556 -0.737 -1.573
H 0.460 0.340 -0.751
H -0.737 -0.981 1.470
H -1.102 0.714 0.729
H -3.320 -0.398 0.879
H -2.933 -0.309 -1.008
Br -3.565 -0.336 -6.034
C -1.789 -1.034 -6.439
C -1.299 -1.952 -5.344
Br -0.693 -0.939 -3.791
H -1.137 -0.171 -6.607
H -1.906 -1.582 -7.379
H -0.422 -2.515 -5.676
H -2.062 -2.652 -4.991
Br -5.974 2.044 1.212
C -4.932 2.389 2.825
C -3.728 3.250 2.524
Br -2.313 2.213 1.671
H -4.674 1.416 3.253
H -5.618 2.908 3.501
H -3.283 3.629 3.449
H -3.950 4.091 1.862
Br 3.167 2.129 -1.417
C 4.604 1.390 -0.324
C 5.959 1.762 -0.878
Br 6.406 0.678 -2.437
H 4.439 0.310 -0.267
H 4.459 1.827 0.668
H 6.746 1.548 -0.149
H 6.029 2.809 -1.186
Br -1.383 0.543 5.938
C -2.499 -0.847 5.146
C -1.694 -2.090 4.848
Br -0.607 -1.861 3.244
H -2.970 -0.412 4.260
H -3.268 -1.055 5.895
H -2.355 -2.933 4.625
H -1.014 -2.371 5.656
Br 1.076 1.998 3.434
C 0.235 3.734 3.724
C 1.127 4.646 4.534
Br 1.096 4.166 6.425
H -0.734 3.545 4.194
H 0.074 4.142 2.722
H 0.761 5.676 4.496
H 2.173 4.624 4.216
Br -0.586 2.443 -9.188
C 0.526 1.215 -10.218
C 0.344 -0.210 -9.751
Br 1.299 -0.533 -8.081
H 1.556 1.572 -10.134
H 0.190 1.328 -11.252
H 0.781 -0.910 -10.468
H -0.701 -0.480 -9.577
Br -1.686 -7.563 -5.197
C -0.960 -7.463 -3.390
C -0.689 -6.032 -2.988
Br 0.940 -5.359 -3.825
H -0.068 -8.096 -3.368
H -1.728 -7.904 -2.750
H -0.505 -5.961 -1.912
H -1.495 -5.344 -3.261
Br -1.226 -0.356 10.581
C -2.154 1.087 9.651
C -3.568 1.245 10.159
Br -4.734 -0.146 9.445
H -2.098 0.865 8.582
H -1.566 1.985 9.862
H -4.001 2.186 9.809
H -3.645 1.197 11.249
Br -2.430 -3.568 -10.406
C -0.653 -4.266 -10.811
C -0.164 -5.184 -9.716
Br 0.442 -4.171 -8.163
H -0.002 -3.403 -10.979
H -0.771 -4.814 -11.751
H 0.713 -5.747 -10.048
H -0.927 -5.884 -9.363
Br 2.017 2.375 10.039
C 3.709 2.443 9.069
C 4.598 3.545 9.597
Br 4.009 5.293 8.961
H 3.465 2.552 8.009
H 4.169 1.465 9.233
H 5.617 3.433 9.217
H 4.625 3.595 10.689
Br 4.413 4.630 1.920
C 4.598 6.282 0.900
C 4.491 6.023 -0.585
Br 6.137 5.246 -1.288
H 5.550 6.734 1.194
H 3.778 6.920 1.240
H 4.364 6.961 -1.132
H 3.678 5.340 -0.848
*
```

Entry 2:
C26H52O52S13 | wB97M-V/def2-TZVPD

The calculation puts the energy at -275117.89345 eV. The value obtained for the highest occupied orbital energy is -10.144 eV. The relative energy (zero: lowest compared OMol25 entry of this formula, charge and spin) is 96.4 kcal per mole. The gap between HOMO and LUMO is 9.42 eV. The calculation puts the LUMO energy at -0.73 eV.

Geometry as ORCA input:
```
! wB97M-V def2-TZVPD RIJCOSX def2/J DEFGRID3
* xyz 0 1
C -5.771 0.267 -4.019
C -5.243 1.711 -3.780
O -4.672 1.664 -2.456
S -4.432 0.119 -1.920
O -4.643 0.030 -0.503
O -3.154 -0.343 -2.416
O -5.664 -0.421 -2.777
H -4.998 -0.254 -4.592
H -6.824 0.170 -4.260
H -6.119 2.356 -3.794
H -4.426 2.039 -4.416
C -0.639 -0.256 -0.224
C 0.846 -0.100 -0.472
O 1.366 0.642 0.633
S 0.328 0.785 1.901
O -0.276 2.100 1.983
O 0.774 0.190 3.112
O -0.730 -0.244 1.195
H -1.026 -1.217 -0.560
H -1.206 0.497 -0.773
H 1.028 0.487 -1.371
H 1.390 -1.040 -0.371
C -4.218 -4.204 -2.545
C -4.654 -5.392 -1.691
O -4.130 -5.062 -0.443
S -4.250 -3.437 -0.144
O -2.963 -2.838 0.110
O -5.392 -3.147 0.673
O -4.668 -3.154 -1.708
H -4.805 -4.032 -3.446
H -3.139 -4.277 -2.689
H -4.210 -6.362 -1.929
H -5.733 -5.565 -1.735
C -0.478 -3.211 -3.210
C 1.007 -2.950 -2.984
O 1.507 -3.966 -2.176
S 0.352 -4.593 -1.214
O 0.046 -3.834 -0.047
O 0.653 -5.975 -1.038
O -0.833 -4.296 -2.281
H -0.673 -3.643 -4.191
H -1.248 -2.468 -3.011
H 1.254 -1.997 -2.506
H 1.519 -2.894 -3.946
C 1.289 0.683 6.600
C 2.299 1.374 5.686
O 2.495 2.654 6.271
S 2.579 2.500 7.871
O 1.868 3.573 8.549
O 3.907 2.121 8.352
O 1.688 1.152 7.916
H 1.557 -0.370 6.540
H 0.242 0.971 6.562
H 1.884 1.499 4.687
H 3.240 0.825 5.657
C -0.045 -2.670 4.448
C 0.310 -3.431 3.123
O 1.657 -3.897 3.325
S 2.475 -2.872 4.347
O 2.698 -1.613 3.683
O 3.524 -3.564 5.034
O 1.107 -2.669 5.239
H -0.818 -3.236 4.967
H -0.414 -1.651 4.325
H 0.414 -2.940 2.159
H -0.347 -4.297 3.141
C -3.622 -1.244 3.141
C -5.071 -0.733 2.880
O -5.908 -1.304 3.871
S -5.156 -2.562 4.668
O -5.440 -3.755 3.897
O -5.586 -2.484 6.028
O -3.707 -1.893 4.425
H -2.774 -0.566 3.201
H -3.345 -2.014 2.422
H -5.400 -1.200 1.950
H -5.272 0.325 2.726
C 5.129 2.557 -0.132
C 5.358 3.897 -0.830
O 4.078 4.483 -0.975
S 2.935 3.794 -0.068
O 2.087 3.069 -0.961
O 2.331 4.665 0.898
O 3.960 2.746 0.629
H 6.017 2.307 0.447
H 4.907 1.694 -0.768
H 5.837 3.859 -1.804
H 5.889 4.500 -0.090
C 4.780 -0.769 -4.886
C 4.429 -0.023 -6.169
O 3.398 0.883 -5.846
S 3.402 1.363 -4.254
O 2.133 1.004 -3.653
O 4.050 2.608 -3.906
O 4.467 0.155 -3.860
H 5.820 -1.064 -4.767
H 4.147 -1.642 -4.711
H 4.200 -0.718 -6.977
H 5.323 0.500 -6.516
C -2.144 3.414 -0.581
C -3.011 4.360 -1.385
O -4.209 4.521 -0.573
S -3.901 4.103 0.952
O -4.595 2.855 1.164
O -4.150 5.136 1.903
O -2.313 3.925 0.744
H -1.127 3.580 -0.940
H -2.344 2.345 -0.571
H -3.297 3.891 -2.331
H -2.598 5.303 -1.739
C 0.240 -0.601 -6.305
C 0.223 0.931 -6.769
O -0.105 1.657 -5.609
S -1.251 0.817 -4.850
O -2.490 0.869 -5.584
O -1.190 1.312 -3.500
O -0.468 -0.602 -5.037
H 1.248 -1.004 -6.324
H -0.414 -1.174 -6.960
H -0.531 1.145 -7.528
H 1.201 1.229 -7.135
C -0.796 6.107 3.448
C 0.278 4.988 3.366
O 1.447 5.689 3.758
S 1.116 6.572 5.099
O 2.011 7.666 5.235
O 0.914 5.755 6.250
O -0.287 7.032 4.381
H -1.737 5.733 3.855
H -0.982 6.593 2.492
H 0.361 4.667 2.332
H 0.179 4.150 4.056
C 4.850 -4.865 0.127
C 5.839 -3.900 0.724
O 5.499 -2.584 0.326
S 4.787 -2.605 -1.146
O 5.810 -2.842 -2.129
O 3.803 -1.554 -1.349
O 4.114 -4.081 -0.849
H 4.100 -5.189 0.844
H 5.336 -5.637 -0.462
H 6.812 -4.187 0.321
H 5.910 -3.985 1.806
*
```